1.
DFT (ωB97M-V/def2-TZVPD) results for C42H33GeN2O6Tc as an isolated structure at a distorted geometry.

```
85
C42H33GeN2O6Tc, DFT ωB97M-V/def2-TZVPD
Tc 1.98181 1.71591 0.52241
Ge -1.85899 -1.66349 0.09221
O -2.96849 1.39581 -0.86859
O 2.92091 -0.83189 -2.25769
O 7.26141 1.27001 1.35921
O 8.73471 0.04801 0.09161
O 2.65251 0.64581 -0.61989
O 1.45881 2.98551 1.49561
N 2.23891 -0.44809 2.83051
N -0.50699 0.28111 -0.48539
C -1.57409 5.09971 3.17581
C -4.52799 -1.16099 -1.06719
C -6.58149 -1.15879 0.17661
C 8.61771 0.88911 1.22511
C -0.78059 3.19741 1.91031
C 2.11361 0.35641 2.03221
C -2.19859 1.27371 -1.98559
C -0.76679 -1.32359 4.16571
C 0.29861 -2.85129 -1.52699
C 6.60021 0.66231 0.35351
C -0.52089 0.84131 -4.16529
C 0.07161 -2.40809 4.36591
C -1.07989 -2.67629 -1.42819
C -1.74939 1.44941 -4.34339
C 0.36551 -3.25999 3.31491
C -0.27509 5.58491 3.32041
C -5.87679 -1.39459 1.34641
C -0.16559 -3.02419 2.05951
C -1.00239 -1.93219 1.85241
C -4.22139 2.04081 -0.99849
C 7.51351 -0.08419 -0.42569
C -0.00649 -4.35169 -3.37319
C -1.91359 -3.34649 -2.31909
C 0.83231 -3.67969 -2.49659
C -1.30459 -1.08759 2.91571
C 5.74871 -0.77859 -1.83149
C 0.78851 4.88341 2.79601
C 7.09951 -0.79969 -1.53469
C 5.27061 0.70401 0.05771
C -0.93739 0.69221 -1.80819
C -1.37809 -4.18319 -3.28339
C 4.83921 -0.05229 -1.05269
C -1.01269 2.02671 1.10011
C -1.82059 3.92191 2.49601
C 0.53941 3.70691 2.08111
C -2.59089 1.65381 -3.26429
C -3.81609 -1.36979 0.10911
C -0.11289 0.46541 -2.89789
C 3.42751 -0.14309 -1.40569
C -5.90659 -1.05339 -1.03049
C -4.49679 -1.50209 1.31661
C -0.12529 1.30231 0.39851
H 4.60261 1.28541 0.68291
H -1.00509 -0.66829 4.98841
H -6.40299 -1.49969 2.28381
H -4.87039 1.52191 -1.70599
H -3.99809 -1.07619 -2.00679
H -4.67839 2.00571 -0.01249
H -6.45819 -0.89099 -1.94379
H 0.04861 -3.70299 1.24511
H 0.40591 -5.01279 -4.11969
H 8.94201 0.34731 2.12391
H 0.26261 -0.37419 -0.61969
H -4.09319 3.07961 -1.30919
H 1.80631 5.22871 2.90291
H -2.03549 -4.70989 -3.95879
H 0.84481 -0.01989 -2.76939
H 7.80931 -1.34869 -2.12879
H 1.00731 -4.11179 3.47761
H -1.97359 -0.25259 2.76071
H -2.83399 3.55971 2.39931
H -0.10269 6.51101 3.84321
H -2.05429 1.74461 1.00151
H 0.49571 -2.58759 5.34081
H 0.96691 -2.36109 -0.82619
H -3.95079 -1.71229 2.22801
H 0.12321 0.65321 -5.00519
H 9.24241 1.78191 1.09151
H 1.90201 -3.80239 -2.56429
H -2.98669 -3.23869 -2.24339
H -2.06199 1.75601 -5.32799
H 5.36011 -1.32689 -2.67539
H -3.55849 2.09751 -3.43089
H -7.65679 -1.07059 0.20321
H -2.39699 5.66651 3.58411
```

Results
Calculated total energy: -4338.268204 Eh
2S+1: 1
Total charge: +2

Mulliken population analysis, charges in e, atoms 1 to 8:
1 Tc 0.89
2 Ge 0.98
3 O 0.26
4 O -0.49
5 O -0.50
6 O -0.43
7 O -0.40
8 O -0.24

=====

2.
DFT (ωB97M-V/def2-TZVPD) results for C4H9N2O2 as an isolated structure at a distorted geometry.

```
17
C4H9N2O2, DFT ωB97M-V/def2-TZVPD
O -1.46460 2.61382 1.01648
O 2.25562 -1.27398 -0.01009
N -0.43769 0.62654 0.61226
N 0.02565 -0.43684 -1.67608
C -1.30450 1.43323 1.26366
C -0.59753 -1.22069 -0.70229
C 1.88554 -0.68781 -1.06662
C -0.34419 -0.78238 0.81495
H 1.91725 0.56363 -1.04676
H -0.71236 -0.17897 -2.35929
H -1.09629 -1.12385 1.53095
H -0.37949 -2.28617 -0.69209
H -0.15236 1.00340 -0.31662
H 2.16261 -1.17088 -2.04478
H 0.66576 -1.11917 1.14176
H -1.69495 -1.11087 -0.74767
H -1.98995 0.92213 2.07193
```

Results
Calculated total energy: -417.727134 Eh
2S+1: 1
Total charge: -1

Mulliken population analysis, charges in e, atoms 1 to 8:
1 O -0.63
2 O -0.63
3 N 0.00
4 N -0.73
5 C 0.10
6 C -0.73
7 C -0.10
8 C -0.70

=====

3.
DFT (ωB97M-V/def2-TZVPD) results for C23H13KN4O7 as an isolated structure.

```
48
C23H13KN4O7, DFT ωB97M-V/def2-TZVPD
K -0.19733 -0.08308 -0.18886
O -4.58543 -0.34257 -1.27746
O 0.87809 2.41041 -0.70026
O 3.57710 -5.17420 4.52702
O 1.80024 -4.74638 5.85280
O -4.58775 4.61954 -1.86694
O 0.39543 4.59318 -1.00357
O -2.40177 -0.91490 -1.40749
N -1.71815 1.74553 -1.19602
N 2.30446 -1.32931 -0.45779
N 0.94399 -1.87576 1.83974
N -1.28848 -0.35201 2.38932
C -3.98441 2.34096 -1.59366
C 2.48950 -4.63876 4.82148
C 4.81482 -2.35692 -0.98395
C 0.27069 -2.11935 2.96875
C -3.36328 -0.12223 -1.34800
C -3.18561 -1.22701 4.20320
C 0.12619 3.37829 -0.93874
C -1.04550 -1.41954 3.14792
C -1.36544 3.02446 -1.19629
C -2.98933 1.39278 -1.38035
C 2.10001 -2.51189 1.65384
C -3.61163 3.67296 -1.63287
C 2.86356 -2.18287 0.39935
C 0.74427 -2.98176 3.95105
C -2.45058 0.27725 2.51844
C 2.97462 -0.96760 -1.54140
C 4.13050 -2.72256 0.15956
C 2.61790 -3.41834 2.57635
C -2.29289 4.03393 -1.43409
C -1.98315 -1.89466 4.06773
C 1.93949 -3.65845 3.75494
C -3.42948 -0.11443 3.41832
C 4.23438 -1.45361 -1.85737
H -3.92686 -1.58839 4.90563
H -5.00576 2.01209 -1.71679
H 4.73198 -1.11726 -2.75691
H 5.79834 -2.76499 -1.18336
H 4.57601 -3.40869 0.86220
H -1.93408 5.05679 -1.44173
H -4.36121 0.43212 3.46869
H 3.54563 -3.94547 2.41690
H -4.15987 5.47915 -1.85338
H -2.60696 1.11947 1.85205
H -1.76205 -2.78417 4.63774
H 2.48778 -0.23611 -2.17805
H 0.23994 -3.16069 4.88981
```

Results
Calculated total energy: -2230.163033 Eh
2S+1: 1
Total charge: -2

Mulliken population analysis, charges in e, atoms 1 to 8:
1 K 0.92
2 O -0.79
3 O -0.67
4 O -0.75
5 O -0.75
6 O -0.56
7 O -0.78
8 O -0.76

=====

4.
DFT (ωB97M-V/def2-TZVPD) results for a 5-piece molecular cluster, C4H17NO3 overall at a distorted geometry.

```
25
C4H17NO3, DFT ωB97M-V/def2-TZVPD
O 0.98913 0.06604 2.69069
O -0.26049 1.93825 1.34047
O -0.11439 2.63847 -1.21866
N -0.51046 -1.41413 -1.03358
C -1.75466 -1.00985 1.16578
C -0.72400 -1.85906 0.35268
C 1.27537 -0.06377 -2.19508
C 0.81070 -1.43392 -1.61383
H -1.34814 -1.66976 -1.54155
H -1.57005 0.03205 0.91802
H -1.16858 -2.83232 0.53930
H 0.92209 -1.98421 -2.54009
H 0.50060 2.54625 1.22420
H 0.71508 0.72205 0.40893
H 0.46762 0.69629 2.13786
H 1.27231 0.70621 -1.45536
H 0.59988 0.23314 -2.95341
H -0.29629 2.27590 -0.27374
H 1.55171 -1.72489 -0.91530
H 1.81827 0.57105 2.81519
H -0.50660 3.51102 -1.25649
H 0.28288 -1.80621 0.76327
H 2.29179 -0.05032 -2.54083
H -1.63575 -1.09235 2.26477
H -2.79590 -1.29946 1.00855
```

Results
Calculated total energy: -442.861575 Eh
2S+1: 1

Mulliken population analysis, charges in e, atoms 1 to 8:
1 O -0.62
2 O -0.79
3 O -0.68
4 N -0.08
5 C -1.14
6 C -0.45
7 C -0.97
8 C -0.51

=====

5.
DFT (ωB97M-V/def2-TZVPD) results for C24H16N6O2Os as an isolated structure at a distorted geometry.

```
49
C24H16N6O2Os, DFT ωB97M-V/def2-TZVPD
Os -0.04359 0.72513 -0.86509
O 1.74075 -2.93026 -0.66360
O -4.06352 0.63992 0.06581
N -1.90640 0.05209 -0.61436
N 0.17498 -1.26769 -1.00385
N 4.19534 -1.81144 2.60768
N -1.00633 2.47256 -0.62512
N 0.24665 0.33654 1.31264
N 2.00208 0.61630 -1.05050
C -2.91739 0.97800 -0.27022
C 3.84694 -0.88255 -1.14154
C 0.81552 -1.80651 3.02439
C -3.42440 -2.00527 -0.70597
C 2.80831 1.69769 -1.27822
C -2.21335 -4.09108 -1.05364
C -0.98448 -3.45327 -1.14569
C 3.12806 -1.34367 2.58818
C -3.16747 3.44154 -0.35217
C -0.75255 -0.30754 1.99456
C -0.98610 -2.07564 -0.96684
C -2.16478 -1.31991 -0.77718
C -0.48250 3.67641 -0.46427
C 1.48431 0.18530 1.76775
C -2.59678 4.70842 -0.25797
C 4.16808 1.53060 -1.32389
C 2.49519 -0.69313 -1.05452
C -1.21617 4.85129 -0.39144
C 1.48661 -1.72392 -0.89782
C 4.70369 0.20348 -1.21076
C -3.40541 -3.38497 -0.86199
C -0.52589 -1.47797 2.69489
C 1.79926 -0.96327 2.45882
C -2.39263 2.34178 -0.38401
H -1.69404 0.21896 2.01162
H -4.20458 -4.01866 -0.72471
H 5.81101 0.07212 -1.10588
H -0.73938 5.79638 -0.17991
H 2.30357 2.64310 -1.28510
H 4.15079 -1.96583 -1.04928
H -3.13542 5.64992 -0.15481
H 0.58242 3.76822 -0.43917
H -1.26240 -2.17539 3.04119
H 1.14775 -2.69950 3.55784
H -2.23436 -5.21863 -1.14134
H 2.25934 0.91472 1.68605
H 4.73372 2.47803 -1.37048
H -4.20751 3.17620 -0.44399
H -0.07956 -4.09747 -1.10725
H -4.27740 -1.46116 -0.44882
```

Results
Expectation value of S²: 6.036
Calculated total energy: -1493.198629 Eh
2S+1: 5
Total charge: +2

Mulliken population analysis, charges in e, atoms 1 to 8:
1 Os 0.71
2 O -0.66
3 O -0.60
4 N -0.09
5 N -0.05
6 N -0.44
7 N -0.08
8 N 0.11

=====

6.
DFT (ωB97M-V/def2-TZVPD) results for C47H43IN2O4PPtTe as an isolated structure.

```
100
C47H43IN2O4PPtTe, DFT ωB97M-V/def2-TZVPD
Pt -1.63051 -0.14667 0.35728
I -2.01780 2.25230 -0.92632
Te 1.95940 0.61530 1.89646
P -2.89353 -1.16944 -1.30417
O -1.09884 1.14946 2.30830
O -3.11008 0.53137 1.81992
O -2.74743 1.67256 3.63449
O -1.53015 -2.22864 1.63130
N 0.22118 -1.14080 0.89994
N -2.32970 1.15144 2.64626
C -2.10303 0.60197 -5.01945
C -2.63161 -5.26272 -1.21028
C -0.96427 -3.08829 -1.64556
C 2.57105 -4.28279 2.93995
C 4.22524 2.60368 2.47721
C -0.08278 -4.59233 2.15596
C -2.70135 -0.40122 -5.81721
C -0.28337 -2.22571 1.60711
C -2.32262 -2.88515 -1.38241
C 0.63776 -5.68586 2.59749
C 5.12265 4.87181 5.37858
C -4.89271 -1.70962 0.49463
C -7.18269 -1.02686 0.25298
C 1.96172 -5.53057 2.99276
C -5.59840 -0.49688 -1.47602
C 1.16403 3.63054 0.93785
C 4.40803 3.84166 4.55960
C -6.88954 -0.44394 -0.97020
C 3.09036 1.94749 2.99969
C 2.47905 3.20806 -3.88515
C 2.96055 -0.78905 -0.92593
C -0.87492 2.68421 -4.99190
C 3.31350 3.14325 5.06996
C 0.52819 -3.33599 2.10033
C 4.77251 2.29459 1.10735
C -2.21481 0.56630 -3.59414
C 1.68931 2.77559 -0.18665
C 1.85992 -3.18705 2.48508
C -6.18505 -1.65952 0.98592
C 2.54474 0.65201 -1.07634
C -2.85347 -0.58928 -3.02818
C 2.29699 2.58057 -2.53273
C 1.81318 3.31953 -1.45811
C -4.60027 -1.14056 -0.74889
C -3.15643 -3.97576 -1.16552
C -1.03018 2.72013 -3.59494
C -0.44832 -4.37128 -1.69244
C -3.43174 -1.52467 -3.85995
C 1.47582 1.46193 4.93958
C -1.28518 -5.46057 -1.47033
C -3.39226 -1.42841 -5.25791
C 2.64870 2.18663 4.32597
C -1.42346 1.65326 -5.68342
C -1.68272 1.71586 -2.93276
C 2.08008 1.44204 -0.01740
C 2.63660 1.24788 -2.32635
C 4.85212 3.54184 3.26850
H 2.97794 3.35142 6.07841
H 3.01021 0.66194 -3.15913
H 0.58325 4.46239 0.54260
H 3.59896 -4.16661 3.25471
H 0.17012 -6.65981 2.63709
H -3.91478 -2.39182 -3.42532
H -7.66618 0.05272 -1.53546
H 3.34462 -1.01614 0.07032
H 1.53528 4.35736 -1.60861
H -1.11290 -4.69545 1.84154
H -1.36684 1.62093 -6.76378
H -4.11170 -2.18375 1.07784
H 3.53733 3.39838 -4.07218
H 0.51340 3.06588 1.61128
H -3.87239 -2.18193 -5.86586
H 1.97722 4.05230 1.53301
H 1.42466 1.66486 6.00698
H 1.56433 0.37810 4.83059
H -2.60353 -0.32037 -6.89239
H 1.95516 4.16096 -3.95860
H 2.11815 -1.46024 -1.11202
H -0.65587 3.57311 -3.04566
H 4.63692 1.24578 0.83855
H 2.12325 2.54730 -4.67499
H 6.16666 4.58680 5.51820
H -6.41348 -2.10435 1.94471
H 4.28807 2.89943 0.33691
H 2.34041 -2.21984 2.45244
H -0.31538 -2.23447 -1.82538
H -3.28236 -6.11094 -1.04525
H 0.60147 -4.52704 -1.90429
H -0.36419 3.49149 -5.49738
H 0.52584 1.76899 4.49566
H -4.20958 -3.82923 -0.96388
H 5.83817 2.51186 1.07604
H 5.12166 5.83395 4.86393
H 4.66541 5.00060 6.35647
H 3.74705 -1.03851 -1.63622
H -5.37692 -0.04375 -2.43341
H 5.73013 4.04949 2.88567
H -0.88467 -6.46487 -1.50799
H -8.19097 -0.98401 0.64216
H 2.52264 -6.38653 3.34293
```

Results
Expectation value of S²: 8.790
Calculated total energy: -3252.882427 Eh
2S+1: 6
Total charge: +2

Mulliken population analysis, charges in e, atoms 1 to 8:
1 Pt 2.08
2 I -0.06
3 Te 0.97
4 P 0.68
5 O -0.40
6 O -0.53
7 O -0.55
8 O -0.64